Record 1
DFT (the ωB97M-V functional and the def2-TZVPD basis) results for a gas-phase ion, C6H9O4S2 (charge -1) in a non-equilibrium geometry.

## Properties
Frontier orbital gap (eV): 7.545
M (g/mol): 209.27
ΔE to the lowest compared entry with this formula, charge and spin (kJ/mol): 94.4
SMILES string: CO[C@]1(S(=O)(=O)[O-])SC=C[C@@H]1C
HOMO energy (eV): -4.29
LUMO (eV): 3.3
Charge: -1

CARTESIAN COORDINATES (ANGSTROEM)
C (0.66, 1.51, -2.20)
O (-0.17, 0.92, -1.16)
C (0.26, -0.01, -0.29)
S (1.91, 0.20, 0.51)
O (2.02, -0.93, 1.41)
O (2.96, 0.27, -0.47)
O (1.71, 1.51, 1.22)
S (0.27, -1.94, -1.17)
C (-0.56, -2.55, 0.21)
C (-0.98, -1.64, 1.13)
C (-0.63, -0.22, 0.91)
C (-1.83, 0.66, 0.93)
H (1.61, 1.78, -1.74)
H (0.26, 2.43, -2.65)
H (0.91, 0.93, -3.07)
H (-0.53, -3.58, 0.28)
H (-1.71, -2.09, 1.79)
H (0.00, -0.04, 1.74)
H (-1.58, 1.69, 0.43)
H (-2.06, 0.73, 1.97)
H (-2.51, 0.36, 0.22)

Record 2
DFT (the ωB97M-V functional and the def2-TZVPD basis) results for a gas-phase ion, C4H7Cl2N2S (charge +1) in a non-equilibrium geometry.

## Properties
Frontier orbital gap (spin up / spin down) (eV): 8.577 / 8.577
M (g/mol): 186.09
ΔE to the lowest compared entry with this formula, charge and spin (kJ/mol): 0.0
SMILES string: C/C(Cl)=N/[C@]([NH3+])(Cl)C=S
HOMO energy (spin up / spin down) (eV): -14.28 / -14.28
LUMO (spin up / spin down) (eV): -5.7 / -5.7
Charge: +1

CARTESIAN COORDINATES (ANGSTROEM)
C (-2.32, -0.15, 0.62)
C (-1.04, -0.84, 0.44)
Cl (-0.88, -2.61, 0.75)
N (-0.02, -0.20, 0.10)
C (1.25, -0.63, -0.23)
N (1.86, 0.43, -1.09)
Cl (1.40, -2.16, -1.31)
C (2.03, -0.79, 1.07)
S (3.40, 0.15, 1.24)
H (-1.99, 0.79, 0.85)
H (-3.09, -0.75, 1.27)
H (-2.71, -0.17, -0.33)
H (1.85, 0.12, -2.01)
H (2.78, 0.61, -0.45)
H (1.11, 1.18, -1.20)
H (1.45, -1.46, 1.69)

Record 3
DFT (the ωB97M-V functional and the def2-TZVPD basis) results for a molecular structure, C32H25ClIN7O5W in a non-equilibrium geometry.

## Properties
Frontier orbital gap (spin up / spin down) (eV): 6.628 / 6.627
M (g/mol): 933.79
ΔE to the lowest compared entry with this formula, charge and spin (kJ/mol): 61.3
HOMO energy (spin up / spin down) (eV): -12.98 / -12.98
LUMO (spin up / spin down) (eV): -6.4 / -6.4
Charge: +2

CARTESIAN COORDINATES (ANGSTROEM)
W (0.08, -0.03, -0.08)
C (-1.96, 2.22, -1.11)
N (-1.68, 0.77, -1.30)
C (-1.41, 0.53, -2.74)
C (-0.91, -0.86, -2.93)
C (-1.19, -1.61, -4.05)
C (-0.70, -2.91, -4.12)
C (0.01, -3.41, -3.05)
C (0.23, -2.60, -1.95)
N (-0.19, -1.33, -1.90)
C (-2.87, -0.02, -0.88)
C (-3.07, 0.21, 0.59)
C (-4.28, -0.01, 1.22)
C (-4.37, 0.28, 2.57)
C (-3.27, 0.81, 3.23)
C (-2.10, 0.99, 2.52)
N (-1.99, 0.68, 1.22)
C (-0.82, 2.96, -0.48)
C (-0.78, 4.34, -0.45)
C (0.31, 4.98, 0.11)
C (1.36, 4.21, 0.61)
C (1.25, 2.84, 0.55)
N (0.17, 2.22, 0.05)
H (-2.85, 2.35, -0.49)
H (-2.20, 2.68, -2.08)
H (-0.66, 1.25, -3.07)
H (-2.32, 0.71, -3.33)
H (-1.78, -1.19, -4.85)
H (-0.90, -3.52, -4.99)
H (0.38, -4.43, -3.04)
H (0.75, -2.97, -1.07)
H (-2.66, -1.08, -1.07)
H (-3.74, 0.28, -1.46)
H (-5.12, -0.40, 0.67)
H (-5.30, 0.11, 3.11)
H (-3.32, 1.08, 4.28)
H (-1.22, 1.40, 3.00)
H (-1.60, 4.91, -0.89)
H (0.35, 6.06, 0.14)
H (2.24, 4.67, 1.01)
H (2.06, 2.19, 0.84)
Cl (6.63, -0.74, -2.66)
C (5.14, -0.93, -1.82)
C (4.97, -1.97, -0.95)
C (3.75, -2.15, -0.25)
I (3.52, -3.74, 1.05)
C (2.73, -1.26, -0.45)
O (1.53, -1.35, 0.11)
C (2.90, -0.19, -1.34)
N (1.81, 0.63, -1.44)
C (1.90, 1.65, -2.28)
C (3.04, 1.91, -3.05)
C (4.14, 1.10, -2.94)
C (4.10, 0.01, -2.06)
H (5.78, -2.67, -0.79)
H (1.05, 2.32, -2.35)
H (3.04, 2.76, -3.72)
H (5.04, 1.28, -3.52)
O (-0.26, -3.06, 5.07)
C (0.43, -1.95, 5.25)
O (0.91, -1.63, 6.30)
C (0.58, -1.01, 4.08)
C (1.26, 0.18, 4.21)
N (1.23, 0.80, 3.02)
N (0.56, 0.08, 2.10)
C (0.17, -1.03, 2.74)
C (-0.63, -2.02, 1.95)
O (-1.01, -3.06, 2.43)
O (-0.90, -1.64, 0.73)
H (-0.65, -3.14, 4.16)
H (1.75, 0.61, 5.07)
H (1.63, 1.70, 2.79)

Record 4
DFT (the ωB97M-V functional and the def2-TZVPD basis) results for a molecular structure, C2H3NOPS in a non-equilibrium geometry.

## Properties
Frontier orbital gap (spin up / spin down) (eV): 8.005 / 8.006
M (g/mol): 120.09
ΔE to the lowest compared entry with this formula, charge and spin (kJ/mol): 180.0
HOMO energy (spin up / spin down) (eV): -15.10 / -15.10
LUMO (spin up / spin down) (eV): -7.1 / -7.1
Charge: +1

CARTESIAN COORDINATES (ANGSTROEM)
C (1.45, 0.51, -0.07)
C (0.11, -0.04, -0.17)
N (2.49, 0.26, -0.54)
O (3.58, 0.27, -0.88)
P (1.60, 2.33, 1.36)
S (3.36, 3.05, 1.07)
H (-0.53, 0.71, -0.51)
H (-0.13, -0.30, 0.86)
H (0.27, -0.88, -0.73)

- The highest M belongs to which entry?
  C32H25ClIN7O5W

Repeat the second record exactly.
DFT (the ωB97M-V functional and the def2-TZVPD basis) results for a gas-phase ion, C4H7Cl2N2S (charge +1) in a non-equilibrium geometry.

## Properties
Frontier orbital gap (spin up / spin down) (eV): 8.577 / 8.577
M (g/mol): 186.09
ΔE to the lowest compared entry with this formula, charge and spin (kJ/mol): 0.0
SMILES string: C/C(Cl)=N/[C@]([NH3+])(Cl)C=S
HOMO energy (spin up / spin down) (eV): -14.28 / -14.28
LUMO (spin up / spin down) (eV): -5.7 / -5.7
Charge: +1

CARTESIAN COORDINATES (ANGSTROEM)
C (-2.32, -0.15, 0.62)
C (-1.04, -0.84, 0.44)
Cl (-0.88, -2.61, 0.75)
N (-0.02, -0.20, 0.10)
C (1.25, -0.63, -0.23)
N (1.86, 0.43, -1.09)
Cl (1.40, -2.16, -1.31)
C (2.03, -0.79, 1.07)
S (3.40, 0.15, 1.24)
H (-1.99, 0.79, 0.85)
H (-3.09, -0.75, 1.27)
H (-2.71, -0.17, -0.33)
H (1.85, 0.12, -2.01)
H (2.78, 0.61, -0.45)
H (1.11, 1.18, -1.20)
H (1.45, -1.46, 1.69)